Entry 1:
{"formula": "C5H11NO", "method": "the ωB97M-V functional and the def2-TZVPD basis", "smiles": "C[C@H]1CN1CCO", "lumo_ha": 0.04129, "spin_multiplicity": 1, "e_homo_ev": -8.858, "symbols": ["C", "C", "C", "N", "C", "C", "O", "H", "H", "H", "H", "H", "H", "H", "H", "H", "H", "H"], "positions_angstrom": [[1.879, 0.233, -1.448], [1.113, -0.590, -0.436], [1.457, -0.582, 1.007], [0.316, 0.168, 0.521], [-1.017, -0.264, 0.924], [-2.108, 0.146, -0.022], [-2.656, 1.383, 0.723], [1.212, 0.580, -2.245], [2.694, -0.337, -1.909], [2.307, 1.116, -0.962], [0.681, -1.520, -0.815], [2.302, -0.001, 1.375], [1.262, -1.499, 1.568], [-1.059, -1.300, 1.324], [-1.555, 0.572, 1.563], [-1.808, 0.466, -1.020], [-2.947, -0.558, -0.044], [-2.099, 2.154, 0.512]], "atomic_forces_ev_per_a": [[0.0, 0.0, 0.0], [-0.2, 0.0, -0.2], [0.1, -0.1, 0.2], [-0.2, 0.2, 0.1], [-0.4, 0.9, 0.8], [-0.9, 1.5, 0.3], [-0.6, -0.3, -2.0], [0.1, -0.1, 0.1], [-0.2, 0.0, 0.1], [-0.1, -0.1, -0.1], [0.0, 0.1, 0.1], [-0.1, -0.1, -0.1], [0.0, 0.2, -0.1], [-0.1, 0.5, -0.3], [2.6, -2.4, 1.2], [0.0, -0.2, 0.0], [0.2, 0.3, -0.1], [-0.2, -0.5, -0.2]], "nbo_charge": [-0.61, -0.08, -0.25, -0.42, -0.33, -0.09, -0.76, 0.21, 0.21, 0.22, 0.19, 0.20, 0.19, 0.18, 0.29, 0.19, 0.20, 0.47]}

Entry 2:
{"formula": "C5H11NO", "method": "the ωB97M-V functional and the def2-TZVPD basis", "smiles": "C=NC(=C)CC.O", "lumo_ha": 0.03182, "spin_multiplicity": 1, "e_homo_ev": -9.268, "symbols": ["C", "N", "C", "C", "C", "C", "H", "H", "H", "H", "H", "H", "H", "H", "H", "O", "H", "H"], "positions_angstrom": [[-0.892, -1.602, -1.427], [-0.358, -0.989, -0.470], [0.530, 0.093, -0.698], [1.849, 0.010, -0.746], [-0.249, 1.394, -0.695], [-0.384, 2.021, 0.680], [-1.640, -2.382, -1.318], [-0.436, -1.603, -2.428], [2.436, 0.914, -0.826], [2.359, -0.940, -0.852], [0.087, 2.187, -1.348], [-1.222, 1.193, -1.134], [-0.943, 2.958, 0.666], [-0.856, 1.420, 1.469], [0.571, 2.191, 1.191], [-0.394, -1.152, 2.546], [-0.397, -0.809, 1.647], [0.532, -1.090, 2.809]], "atomic_forces_ev_per_a": [[1.3, -1.2, -0.7], [-0.7, 0.5, 0.2], [-0.3, 0.4, -0.1], [0.2, -0.2, -0.6], [-0.5, 0.2, 0.3], [-0.1, -0.1, 1.6], [-0.2, 0.2, 0.6], [-0.3, 0.7, -0.1], [0.0, 0.0, 0.0], [0.0, 0.0, 0.4], [1.0, -0.1, -0.3], [-0.4, -0.2, 0.3], [0.1, 0.0, -0.2], [-0.4, -0.3, -0.6], [0.2, 0.3, -0.7], [0.3, 0.1, 0.3], [-0.2, -0.2, -0.3], [-0.1, 0.0, 0.1]], "nbo_charge": [-0.01, -0.43, 0.15, -0.46, -0.45, -0.61, 0.18, 0.15, 0.21, 0.21, 0.22, 0.21, 0.21, 0.22, 0.21, -0.95, 0.48, 0.46]}

Entry 3:
{"formula": "C5H11NO", "method": "the ωB97M-V functional and the def2-TZVPD basis", "smiles": "CC=O.C=C.C=N", "lumo_ha": 0.03983, "spin_multiplicity": 1, "e_homo_ev": -9.413, "symbols": ["C", "C", "O", "H", "H", "H", "H", "C", "C", "H", "H", "H", "H", "C", "N", "H", "H", "H"], "positions_angstrom": [[2.719, -0.705, -0.611], [1.341, -0.130, -0.798], [1.077, 1.054, -0.764], [3.146, -0.875, -1.606], [2.676, -1.662, -0.085], [3.355, -0.005, -0.064], [0.564, -0.872, -1.079], [-2.257, 0.301, -1.037], [-2.421, 1.293, -0.169], [-3.005, -0.477, -1.175], [-1.356, 0.245, -1.642], [-1.657, 2.059, -0.056], [-3.310, 1.379, 0.453], [-0.277, 0.061, 1.773], [0.478, -0.870, 1.367], [-0.033, 1.087, 1.487], [-1.177, -0.092, 2.376], [0.137, -1.792, 1.632]], "atomic_forces_ev_per_a": [[0.1, 0.1, 0.0], [0.0, 0.3, -0.2], [0.2, -0.5, -0.1], [0.0, 0.0, 0.1], [0.0, 0.2, -0.1], [-0.1, -0.1, -0.1], [0.1, 0.1, -0.1], [0.0, 0.1, 0.1], [0.0, -0.1, -0.1], [0.1, 0.1, 0.0], [-0.1, 0.0, 0.1], [-0.1, -0.1, 0.0], [0.1, 0.0, -0.1], [0.2, -0.1, 0.0], [-0.4, 0.1, 0.3], [0.0, -0.2, 0.1], [0.1, 0.0, 0.0], [0.0, 0.0, 0.2]], "nbo_charge": [-0.71, 0.47, -0.59, 0.23, 0.23, 0.23, 0.10, -0.38, -0.40, 0.19, 0.20, 0.20, 0.19, -0.01, -0.63, 0.18, 0.16, 0.34]}

Entry 4:
{"formula": "C5H11NO", "method": "the ωB97M-V functional and the def2-TZVPD basis", "lumo_ha": 0.02903, "spin_multiplicity": 1, "e_homo_ev": -8.501, "symbols": ["C", "C", "N", "O", "H", "H", "H", "H", "H", "C", "C", "C", "H", "H", "H", "H", "H", "H"], "positions_angstrom": [[-0.668, 1.508, -0.926], [-0.378, 0.037, -1.080], [1.573, -0.050, -1.210], [-0.939, -0.683, -1.876], [1.945, 0.815, -1.592], [2.087, -0.769, -1.711], [-0.767, 1.952, -1.919], [0.145, 1.985, -0.381], [-1.599, 1.659, -0.384], [0.108, 0.192, 1.843], [-0.261, -0.667, 0.662], [-0.881, -1.836, 0.805], [1.209, -0.701, -0.359], [0.069, -0.372, 2.779], [-0.554, 1.057, 1.926], [1.120, 0.589, 1.721], [-0.995, -2.326, 1.768], [-1.214, -2.391, -0.065]], "atomic_forces_ev_per_a": [[1.0, 0.2, -0.4], [-2.5, -1.8, 2.2], [0.4, -2.9, 0.0], [0.6, 0.4, 0.2], [-0.1, 0.2, 1.7], [-0.4, -0.1, -0.7], [0.0, 0.0, 0.1], [-0.1, 0.2, 0.1], [0.0, -0.3, 0.0], [0.4, 0.1, -0.4], [-1.2, 0.6, -1.5], [0.6, 0.0, -0.3], [1.5, 3.1, -0.9], [0.0, 0.0, -0.1], [0.0, -0.1, 0.0], [0.0, 0.0, 0.1], [-0.1, 0.1, 0.1], [-0.1, 0.1, -0.1]], "nbo_charge": [-0.71, 0.63, -1.10, -0.64, 0.43, 0.39, 0.23, 0.21, 0.24, -0.66, -0.19, -0.38, 0.50, 0.22, 0.22, 0.21, 0.19, 0.22]}

Entry 5:
{"formula": "C5H11NO", "method": "the ωB97M-V functional and the def2-TZVPD basis", "smiles": "C=C/C(C)=C/N.O", "lumo_ha": 0.02387, "spin_multiplicity": 1, "e_homo_ev": -7.533, "symbols": ["C", "C", "C", "C", "C", "N", "H", "H", "H", "H", "H", "H", "H", "H", "H", "O", "H", "H"], "positions_angstrom": [[1.177, -2.119, -0.858], [1.097, -0.742, -1.125], [0.597, 0.251, -0.316], [0.251, 1.550, -1.003], [0.709, 0.299, 1.068], [0.627, 1.251, 2.027], [0.742, -2.531, 0.108], [1.867, -2.763, -1.432], [2.052, -0.380, -1.702], [0.960, 1.535, -1.818], [-0.796, 1.614, -1.303], [0.479, 2.463, -0.426], [0.955, -0.729, 1.407], [0.622, 2.183, 1.771], [0.514, 1.015, 2.937], [-4.320, -0.976, 0.219], [-3.841, -0.782, -0.590], [-3.692, -1.139, 1.034]], "atomic_forces_ev_per_a": [[-0.2, 2.3, 0.5], [4.6, -5.5, -0.7], [-1.8, 4.8, 4.5], [0.6, 0.2, 0.3], [0.3, -3.7, -2.1], [0.1, -0.5, -3.0], [0.0, 0.3, -1.7], [-0.6, 0.5, 0.4], [-2.3, -0.6, -0.1], [-0.4, 0.7, -0.9], [0.2, -0.1, -0.4], [-0.1, -0.4, 0.0], [0.0, 0.9, 0.6], [-0.3, 1.9, -0.4], [-0.2, -0.8, 3.0], [1.0, -0.6, 2.7], [0.6, -0.1, 0.4], [-1.5, 0.6, -3.1]], "nbo_charge": [-0.41, -0.21, -0.20, -0.62, 0.07, -0.79, 0.19, 0.20, 0.20, 0.21, 0.21, 0.19, 0.18, 0.38, 0.39, -0.96, 0.48, 0.48]}

Entry 6:
{"formula": "C5H11NO", "method": "the ωB97M-V functional and the def2-TZVPD basis", "smiles": "C=C/C=C/CN.O", "lumo_ha": 0.03353, "spin_multiplicity": 1, "e_homo_ev": -8.904, "symbols": ["C", "C", "C", "C", "C", "N", "H", "H", "H", "H", "H", "H", "H", "H", "H", "O", "H", "H"], "positions_angstrom": [[2.422, 0.253, 0.324], [1.348, -0.496, 0.545], [0.087, -0.345, -0.172], [-0.873, -1.269, -0.098], [-2.191, -1.211, -0.837], [-2.512, 0.023, -1.527], [3.387, 0.109, 0.805], [2.386, 1.033, -0.434], [1.377, -1.260, 1.320], [-0.027, 0.478, -0.867], [-0.732, -2.201, 0.436], [-2.148, -2.051, -1.535], [-3.018, -1.444, -0.163], [-2.071, 0.823, -1.099], [-2.310, -0.010, -2.519], [1.317, 2.736, 2.080], [2.231, 3.011, 1.965], [1.326, 1.819, 1.773]], "atomic_forces_ev_per_a": [[0.4, 0.3, -0.4], [0.1, 0.0, 0.2], [-0.1, -0.7, 0.1], [-0.5, 0.3, -0.5], [0.3, -0.1, 0.0], [-0.1, -0.1, -0.3], [-0.3, -0.1, 0.1], [0.0, -0.1, 0.1], [0.0, -0.1, -0.2], [0.0, 0.2, 0.2], [0.1, 0.1, 0.4], [-0.3, 0.1, -0.2], [0.1, -0.1, 0.3], [0.0, 0.1, -0.1], [0.2, 0.1, 0.2], [0.0, -0.1, 0.0], [0.0, 0.1, 0.0], [-0.1, 0.0, 0.0]], "nbo_charge": [-0.42, -0.20, -0.27, -0.14, -0.26, -0.84, 0.21, 0.19, 0.21, 0.20, 0.20, 0.20, 0.19, 0.36, 0.36, -0.94, 0.46, 0.48]}

Entry 7:
{"formula": "C5H11NO", "method": "the ωB97M-V functional and the def2-TZVPD basis", "smiles": "C/C=N/C=O.[H][H].C=C", "lumo_ha": 0.01729, "spin_multiplicity": 1, "e_homo_ev": -9.995, "symbols": ["C", "C", "N", "C", "O", "H", "H", "H", "H", "H", "H", "H", "C", "C", "H", "H", "H", "H"], "positions_angstrom": [[0.608, 1.313, 1.631], [1.157, 0.631, 0.421], [1.536, -0.586, 0.429], [2.022, -1.074, -0.801], [2.738, -0.467, -1.561], [-0.178, 2.017, 1.340], [0.215, 0.588, 2.349], [1.401, 1.893, 2.121], [1.218, 1.217, -0.506], [1.694, -2.109, -1.002], [-0.936, -2.505, 0.782], [-0.302, -2.134, 0.916], [-2.085, -0.411, -0.897], [-1.642, 0.817, -1.145], [-1.898, -1.234, -1.583], [-2.646, -0.645, 0.005], [-1.073, 1.052, -2.043], [-1.830, 1.637, -0.454]], "atomic_forces_ev_per_a": [[0.0, 0.0, 0.0], [0.0, -0.2, 0.0], [-0.1, 0.4, 0.0], [0.2, 0.2, -0.3], [-0.2, -0.3, 0.3], [0.1, -0.1, 0.1], [0.1, 0.1, -0.1], [-0.1, -0.1, -0.1], [0.0, -0.1, 0.1], [0.1, 0.1, 0.0], [0.1, 0.0, 0.0], [-0.1, -0.1, 0.0], [0.0, 0.2, 0.0], [-0.1, -0.2, 0.0], [0.0, 0.1, 0.1], [0.1, 0.1, -0.2], [-0.1, 0.0, 0.1], [0.0, -0.1, -0.1]], "nbo_charge": [-0.68, 0.22, -0.52, 0.53, -0.54, 0.22, 0.24, 0.24, 0.17, 0.12, -0.02, 0.02, -0.37, -0.41, 0.20, 0.20, 0.20, 0.19]}

Entry 8:
{"formula": "C5H11NO", "method": "the ωB97M-V functional and the def2-TZVPD basis", "smiles": "CC[C@@H](C)/N=C/O", "lumo_ha": 0.04036, "spin_multiplicity": 1, "e_homo_ev": -9.868, "symbols": ["C", "C", "C", "C", "N", "C", "O", "H", "H", "H", "H", "H", "H", "H", "H", "H", "H", "H"], "positions_angstrom": [[-1.782, -0.747, -0.811], [-1.280, 0.393, 0.070], [0.233, 0.621, -0.039], [0.670, 1.867, 0.729], [0.922, -0.521, 0.534], [1.555, -1.316, -0.210], [2.196, -2.382, 0.301], [-1.574, -0.540, -1.868], [-1.301, -1.698, -0.556], [-2.864, -0.881, -0.709], [-1.793, 1.323, -0.205], [-1.517, 0.194, 1.124], [0.484, 0.750, -1.109], [0.146, 2.759, 0.367], [0.456, 1.739, 1.796], [1.748, 2.031, 0.625], [1.669, -1.266, -1.298], [2.031, -2.325, 1.258]], "atomic_forces_ev_per_a": [[0.0, 0.0, 0.0], [0.0, 0.1, 0.0], [-0.1, 0.1, 0.0], [0.0, 0.1, 0.0], [0.2, -0.3, -0.3], [-0.2, 0.3, 0.1], [0.0, 0.0, 0.2], [0.0, 0.0, 0.1], [-0.1, 0.2, 0.0], [0.2, 0.0, 0.0], [0.1, -0.1, 0.0], [0.0, 0.0, -0.1], [0.0, -0.1, 0.2], [0.1, -0.1, 0.0], [0.0, 0.0, -0.2], [-0.2, 0.0, 0.0], [-0.1, 0.1, 0.1], [0.1, -0.2, -0.1]], "nbo_charge": [-0.61, -0.40, -0.06, -0.60, -0.52, 0.41, -0.67, 0.20, 0.21, 0.21, 0.20, 0.21, 0.16, 0.21, 0.21, 0.21, 0.15, 0.49]}

Entry 9:
{"formula": "C5H11NO", "method": "the ωB97M-V functional and the def2-TZVPD basis", "smiles": "CNCCCC=O", "lumo_ha": 0.03522, "spin_multiplicity": 1, "e_homo_ev": -9.019, "symbols": ["C", "N", "C", "C", "C", "C", "O", "H", "H", "H", "H", "H", "H", "H", "H", "H", "H", "H"], "positions_angstrom": [[2.787, 0.107, 0.267], [1.949, 0.450, -0.908], [0.668, 1.009, -0.662], [-0.372, -0.005, -1.164], [-1.718, 0.025, -0.241], [-1.585, -0.555, 1.135], [-2.441, -1.245, 1.632], [3.814, -0.185, -0.072], [2.347, -0.798, 0.697], [2.907, 0.861, 1.057], [2.601, 1.002, -1.464], [0.598, 1.062, 0.470], [0.467, 2.073, -0.963], [0.191, -0.905, -0.952], [-0.610, 0.125, -2.203], [-2.234, 1.030, -0.162], [-2.282, -0.719, -0.855], [-0.595, -0.223, 1.738]], "atomic_forces_ev_per_a": [[0.0, -1.1, -0.5], [3.6, 0.6, -0.3], [-1.2, 0.8, 1.8], [-0.7, 1.6, 3.2], [0.8, -0.8, -2.6], [1.1, 0.6, 1.0], [0.8, 0.3, 0.0], [-0.9, 0.3, 0.1], [0.2, 0.1, 0.4], [-0.3, 0.2, -0.2], [-0.9, 0.2, -0.3], [-0.3, 0.0, -1.0], [0.5, -0.9, -0.2], [-0.6, -0.7, -0.4], [-0.1, -0.2, -0.4], [0.6, -1.1, -0.3], [-0.6, 0.9, 0.9], [-1.8, -0.8, -0.9]], "nbo_charge": [-0.42, -0.65, -0.23, -0.39, -0.54, 0.45, -0.51, 0.20, 0.19, 0.17, 0.36, 0.17, 0.19, 0.22, 0.21, 0.24, 0.24, 0.09]}

Entry 10:
{"formula": "C5H11NO", "method": "the ωB97M-V functional and the def2-TZVPD basis", "lumo_ha": 0.01146, "spin_multiplicity": 1, "e_homo_ev": -7.798, "symbols": ["C", "C", "C", "C", "C", "N", "O", "H", "H", "H", "H", "H", "H", "H", "H", "H", "H", "H"], "positions_angstrom": [[-0.003, 0.668, 0.096], [0.358, 1.343, -1.072], [-2.328, -0.006, -1.065], [2.553, -1.179, 1.285], [-1.364, 0.057, 0.152], [1.239, -1.396, 1.712], [1.011, -1.211, 2.878], [0.818, 0.529, -1.698], [-0.456, 1.700, -1.664], [1.210, 2.047, -0.842], [-3.385, -0.279, -0.857], [-2.198, -0.863, -1.701], [-2.214, 0.830, -1.609], [3.222, -0.980, 2.118], [2.815, -2.078, 0.854], [2.501, -0.445, 0.457], [-1.217, -0.975, 0.454], [-2.003, 0.676, 0.913]], "atomic_forces_ev_per_a": [[-1.1, -1.3, 2.1], [2.1, 0.8, -1.1], [-0.5, -3.1, 1.6], [1.0, 1.9, 0.1], [-1.8, 0.6, -0.1], [-2.5, -0.4, 0.7], [0.3, 0.0, -0.2], [-0.2, 0.3, 0.5], [-0.4, 0.9, -0.7], [-1.0, -0.4, -0.8], [0.4, 1.1, 0.7], [1.2, -0.4, -0.6], [-0.3, 3.0, -2.2], [0.2, 0.6, 0.0], [0.8, -2.1, -1.2], [0.2, -0.1, 0.7], [0.0, 0.0, 1.0], [1.7, -1.3, -0.5]], "nbo_charge": [0.17, -0.81, -0.64, -0.51, -0.59, 0.15, -0.30, 0.29, 0.20, 0.24, 0.22, 0.20, 0.19, 0.20, 0.22, 0.24, 0.26, 0.27]}

Entry 11:
{"formula": "C5H11NO", "method": "the ωB97M-V functional and the def2-TZVPD basis", "lumo_ha": 0.03601, "spin_multiplicity": 1, "e_homo_ev": -8.664, "symbols": ["C", "C", "C", "N", "C", "C", "O", "H", "H", "H", "H", "H", "H", "H", "H", "H", "H", "H"], "positions_angstrom": [[-0.847, -2.023, -0.907], [-0.728, -0.519, -0.971], [-1.901, 0.356, -0.704], [-0.481, 0.162, 0.304], [0.425, 1.309, 0.343], [1.762, 0.850, 0.919], [1.603, 0.300, 2.205], [0.124, -2.490, -0.703], [-1.224, -2.403, -1.863], [-1.558, -2.308, -0.126], [-0.007, -0.171, -1.717], [-1.544, 0.290, 0.667], [-1.728, 1.341, -1.168], [0.555, 1.746, -0.658], [-0.009, 2.068, 1.004], [2.237, 0.136, 0.225], [2.428, 1.712, 1.020], [0.892, -0.355, 2.131]], "atomic_forces_ev_per_a": [[0.0, 0.0, 0.0], [0.1, -0.1, -0.1], [0.1, 0.1, -0.4], [-0.1, 0.0, 0.0], [0.0, 0.1, 0.0], [0.1, 0.2, -0.3], [-0.2, -0.2, 0.0], [-0.2, 0.1, 0.0], [0.1, 0.1, 0.1], [0.1, 0.0, -0.1], [-0.2, 0.0, 0.1], [0.1, 0.0, 0.1], [0.0, -0.2, 0.2], [0.0, -0.1, 0.1], [0.1, -0.1, -0.1], [-0.1, 0.1, 0.2], [-0.1, -0.1, 0.0], [0.2, 0.1, 0.1]], "nbo_charge": [-0.61, -0.12, -0.36, -0.51, -0.25, -0.07, -0.71, 0.21, 0.22, 0.22, 0.20, 0.42, 0.15, 0.19, 0.21, 0.16, 0.19, 0.47]}

Entry 12:
{"formula": "C5H11NO", "method": "the ωB97M-V functional and the def2-TZVPD basis", "lumo_ha": [-0.16026, -0.32894], "s_squared": 0.77, "spin_multiplicity": 2, "total_charge": 1, "e_homo_ev": [-16.220, -16.073], "symbols": ["C", "N", "C", "C", "C", "C", "O", "H", "H", "H", "H", "H", "H", "H", "H", "H", "H", "H"], "positions_angstrom": [[-1.149, -1.376, -1.644], [-0.116, -1.597, -0.554], [0.474, -0.398, -0.036], [-0.361, 0.532, 0.768], [0.539, 1.033, 1.925], [-0.732, 1.749, -0.080], [1.621, -0.230, -0.332], [-0.850, -0.613, -2.384], [-1.837, -0.791, -1.040], [-1.414, -2.377, -1.985], [0.591, -2.231, -0.957], [-1.177, 0.066, 1.343], [1.517, 1.310, 1.537], [0.092, 1.784, 2.591], [0.867, 0.271, 2.634], [-1.326, 2.531, 0.413], [-1.271, 1.463, -0.986], [0.192, 2.289, -0.343]], "atomic_forces_ev_per_a": [[0.5, 0.9, 2.4], [1.1, 0.0, -3.0], [-0.7, 0.3, 1.1], [0.1, 1.3, 2.1], [1.2, -0.4, 0.7], [0.0, 0.6, -0.6], [0.0, -0.7, -0.5], [0.5, -0.8, -0.2], [-1.3, -0.5, -0.4], [-0.4, 0.5, -0.2], [0.1, -0.1, 0.8], [-0.2, -0.4, -1.2], [-0.1, 0.9, -0.1], [0.0, 0.1, -0.8], [-0.6, -0.6, -0.1], [0.0, -0.7, 0.3], [0.1, 0.2, 0.0], [-0.2, -0.4, -0.2]], "mulliken_spin": [0.00, 0.60, -0.06, 0.01, 0.00, -0.01, 0.42, 0.04, 0.01, 0.01, -0.02, 0.00, 0.00, 0.00, 0.00, 0.00, 0.00, 0.00]}

Computed molar mass (g mol⁻¹) in order:
101.15; 101.15; 101.15; 101.15; 101.15; 101.15; 101.15; 101.15; 101.15; 101.15; 101.15; 101.15